DFT (ωB97M-V/def2-TZVPD) results for the molecule C18H13Cl2NO2 in a non-equilibrium geometry.

Geometry as ORCA input:
```
! RIJCOSX wB97M-V def2-TZVPD def2/J DEFGRID3
* xyz 0 1
C -1.9481 -0.1024 2.0101
C -1.6143 -1.1746 1.0163
C -0.6981 -2.1625 1.3568
C -0.4006 -3.2033 0.4975
C -1.0341 -3.2829 -0.7310
C -1.9328 -2.3010 -1.0992
C -2.2098 -1.2372 -0.2466
N -3.1422 -0.2678 -0.6742
C -3.0045 1.0817 -0.7640
O -3.9529 1.7948 -1.0379
C -1.6618 1.6433 -0.5468
C -1.3229 2.9520 -0.2947
C 0.0755 2.9791 -0.1817
C 0.5092 1.6857 -0.3905
C 1.8536 1.1404 -0.3667
C 2.8625 1.8497 0.2946
C 4.1575 1.3833 0.3626
C 4.4735 0.1728 -0.2385
Cl 6.0838 -0.4328 -0.1592
C 3.5032 -0.5551 -0.9055
C 2.2050 -0.0739 -0.9710
Cl 1.0545 -1.0085 -1.8484
O -0.5495 0.8868 -0.6159
H -2.0131 -0.5329 3.0078
H -2.8947 0.3783 1.7742
H -1.1728 0.6640 2.0325
H -0.2199 -2.1144 2.3248
H 0.3165 -3.9557 0.7890
H -0.8213 -4.0993 -1.4043
H -2.4230 -2.3418 -2.0613
H -4.0341 -0.6126 -1.0068
H -2.0073 3.7693 -0.2004
H 0.6830 3.8407 0.0033
H 2.6120 2.7817 0.7748
H 4.9178 1.9461 0.8799
H 3.7502 -1.4911 -1.3796
*
```

The total energy comes out at -49507.382 eV. The structure (SMILES) is Cc1ccccc1NC(=O)c1ccc(-c2ccc(Cl)cc2Cl)o1. The largest force on an atom is 0.0265 hartree/bohr. For the frontier orbital gap, the calculation gives 8.3 eV. For the LUMO energy, the calculation gives 0.0204 eV.

---

DFT (ωB97M-V/def2-TZVPD) results for C24H26BCdCl2F4N4O2P2 as an isolated structure in a non-equilibrium geometry.

Geometry as ORCA input:
```
! RIJCOSX wB97M-V def2-TZVPD def2/J DEFGRID3
* xyz -1 1
Cd 0.5165 -0.1990 0.3844
Cl -2.4473 1.9871 6.1467
C -1.3082 1.8241 4.8437
C -1.2045 0.6057 4.1932
C -0.3084 0.4386 3.1405
N -0.1733 -0.7319 2.3978
C -0.5698 -1.9360 2.7722
O -1.1337 -2.3111 3.8094
C -0.2446 -2.9982 1.7251
C -0.4462 -4.3372 2.0536
C -0.1780 -5.3129 1.1131
C 0.2713 -4.9279 -0.1449
C 0.4451 -3.5784 -0.3894
N 0.2050 -2.6359 0.5184
C 0.5063 1.5402 2.7363
C 0.3916 2.7506 3.4147
C -0.5088 2.8913 4.4570
Cl -0.6083 4.4178 5.2767
N 1.3397 1.3300 1.6461
C 2.4345 2.0253 1.3712
O 2.9830 2.9296 2.0043
C 3.1052 1.5450 0.0885
C 4.0945 2.3343 -0.4911
C 4.7541 1.8760 -1.6142
C 4.4229 0.6252 -2.1248
C 3.4161 -0.0855 -1.4999
N 2.7644 0.3600 -0.4283
H -1.8117 -0.2287 4.5090
H -0.8134 -4.5617 3.0445
H -0.3162 -6.3612 1.3461
H 0.4799 -5.6594 -0.9139
H 0.7874 -3.2275 -1.3584
H 1.0030 3.5851 3.1103
H 4.3121 3.2903 -0.0372
H 5.5189 2.4767 -2.0899
H 4.9275 0.2187 -2.9911
H 3.1077 -1.0568 -1.8745
C -3.2013 0.8493 0.7429
P -2.2025 -0.3236 -0.2458
C -3.2994 -1.8088 -0.1852
C -2.5299 0.2617 -1.9697
C -1.6315 -0.4649 -2.9794
P 0.1765 -0.3349 -2.5776
C 0.8182 -1.4621 -3.9044
C 0.6087 1.2602 -3.3756
H -4.2247 0.9160 0.3686
H -2.7282 1.8313 0.7132
H -3.2102 0.5073 1.7796
H -4.3252 -1.5462 -0.4494
H -3.2810 -2.2127 0.8291
H -2.9330 -2.5793 -0.8664
H -2.3297 1.3342 -1.9865
H -3.5842 0.1082 -2.2180
H -1.7922 -0.0755 -3.9885
H -1.8697 -1.5347 -2.9919
H 0.3384 -1.2462 -4.8611
H 0.6449 -2.5091 -3.6501
H 1.8927 -1.3037 -4.0099
H 0.3032 1.2593 -4.4241
H 1.6882 1.4075 -3.3103
H 0.1274 2.0826 -2.8513
F 0.6289 3.8685 -1.0788
B -0.6325 3.3824 -0.7364
F -0.5011 1.9416 -0.5377
F -1.1281 3.9430 0.4262
F -1.5371 3.5461 -1.8068
*
```

Its energy above the lowest of the compared OMol25 structures with the same formula, charge and spin is 18.9 kcal/mol. The total energy comes out at -95110.755 eV. The largest force on an atom is 0.0252 hartree/bohr. For the frontier orbital gap, the calculation gives 6.6 eV. For the LUMO energy, the calculation gives 2.1508 eV.

---

DFT (ωB97M-V/def2-TZVPD) results for C24H54BCl22NO5P2S as an isolated structure in a non-equilibrium geometry.

Geometry as ORCA input:
```
! RIJCOSX wB97M-V def2-TZVPD def2/J DEFGRID3
* xyz 0 1
C -2.5269 0.3022 1.2622
N -1.8487 -0.1120 -0.0107
C -1.2667 1.0639 -0.7033
B -2.7036 -0.9186 -0.8602
O -2.3463 -1.2528 -2.2126
O -3.9586 -1.4996 -0.3895
P -5.2402 -0.4894 -0.6290
O -5.8328 -0.0913 0.7013
O -6.3619 -1.3653 -1.5111
O -4.7700 0.8075 -1.5820
P -5.2987 2.2995 -0.9536
S -4.4409 3.7090 -2.0120
H -3.4070 0.9433 0.9830
H -2.8163 -0.6308 1.7913
H -1.8054 0.9480 1.8285
H -0.1825 1.1061 -0.4142
H -1.2888 1.0142 -1.8113
H -1.7425 2.0165 -0.3648
H -2.8379 -0.6868 -2.8214
H -7.2211 -1.0077 -1.2267
H -6.7187 2.4384 -1.0178
H -4.9313 2.4705 0.4063
Cl 0.5271 -1.4834 0.8164
C 2.3072 -1.5327 0.7389
C 2.9285 -0.4191 1.5407
Cl 2.5713 1.1462 0.7729
H 2.5966 -1.4787 -0.3093
H 2.6155 -2.5027 1.1278
H 4.0098 -0.5416 1.5716
H 2.5615 -0.3913 2.5664
Cl 2.0092 3.8795 -0.5941
C 3.4437 3.4017 -1.5317
C 3.6184 4.2534 -2.7658
Cl 2.3459 3.9515 -3.9767
H 3.3455 2.3463 -1.7844
H 4.3040 3.5153 -0.8771
H 4.5677 4.0184 -3.2398
H 3.6103 5.3154 -2.5242
Cl 9.1106 3.6714 3.0877
C 9.0594 5.4041 2.6779
C 8.0017 5.7134 1.6422
Cl 8.4084 5.0380 0.0443
H 10.0507 5.7001 2.3372
H 8.8403 5.9419 3.6005
H 7.9129 6.7928 1.5162
H 7.0273 5.3235 1.9361
Cl -9.9959 -0.9671 -1.0229
C -10.4188 -1.9860 0.3787
C -10.2153 -3.4577 0.0949
Cl -11.3862 -4.0813 -1.0937
H -11.4476 -1.7698 0.6523
H -9.7753 -1.6753 1.2005
H -10.3578 -4.0310 1.0111
H -9.2126 -3.6586 -0.2809
Cl -13.6308 1.9106 0.1599
C -12.4326 2.6559 1.2465
C -11.1912 1.8053 1.3929
Cl -11.5118 0.2973 2.2865
H -12.9122 2.8324 2.2083
H -12.1689 3.6211 0.8137
H -10.4335 2.3514 1.9557
H -10.7707 1.5402 0.4236
Cl 9.7388 1.1327 -1.9570
C 10.4771 1.9959 -3.3327
C 10.6102 3.4853 -3.0968
Cl 9.0480 4.3273 -3.0530
H 9.8810 1.7766 -4.2175
H 11.4704 1.5694 -3.4750
H 11.1847 3.9317 -3.9089
H 11.1234 3.6959 -2.1593
Cl -0.2407 0.5095 3.4751
C -0.3995 1.2148 5.1027
C -1.8437 1.3126 5.5397
Cl -2.7499 2.5208 4.5948
H 0.0845 2.1906 5.0968
H 0.1502 0.5659 5.7852
H -1.8931 1.6242 6.5834
H -2.3556 0.3560 5.4446
Cl 0.3730 -4.3178 3.4248
C -1.2238 -4.3415 2.6372
C -1.9808 -5.6196 2.9190
Cl -1.2348 -7.0298 2.1263
H -1.0744 -4.1922 1.5685
H -1.7806 -3.4882 3.0259
H -2.9967 -5.5388 2.5311
H -2.0386 -5.8232 3.9873
Cl 4.8413 -2.6783 0.0560
C 6.6182 -2.8281 -0.0667
C 7.3937 -1.7993 0.7351
Cl 7.3166 -0.1368 0.0966
H 6.8856 -2.7915 -1.1219
H 6.8541 -3.8224 0.3137
H 8.4511 -2.0651 0.7242
H 7.0575 -1.7747 1.7710
Cl 2.2973 -0.3502 -5.8109
C 1.5626 -1.4913 -4.6562
C 0.5048 -0.8344 -3.7991
Cl 1.2016 0.3410 -2.6577
H 2.3594 -1.9174 -4.0502
H 1.1151 -2.2932 -5.2450
H -0.0103 -1.5871 -3.2020
H -0.2370 -0.3170 -4.4064
Cl 3.2223 -4.4774 -3.4110
C 1.6801 -5.0363 -2.7145
C 1.5658 -4.7030 -1.2443
Cl 2.7090 -5.6467 -0.2599
H 1.6014 -6.1085 -2.8881
H 0.8820 -4.5406 -3.2688
H 0.5636 -4.9436 -0.8876
H 1.7490 -3.6454 -1.0562
*
```

The total energy comes out at -343082.617 eV. The largest force on an atom is 0.0670 hartree/bohr. For the frontier orbital gap, the calculation gives 9.2 eV. For the LUMO energy, the calculation gives 0.1515 eV.

---

DFT (ωB97M-V/def2-TZVPD) results for the molecule C4H12N2 in a non-equilibrium geometry.

Geometry as ORCA input:
```
! RIJCOSX wB97M-V def2-TZVPD def2/J DEFGRID3
* xyz 0 1
N 1.7584 0.6583 -1.0589
C 1.3491 -0.6893 -0.6665
C -0.1998 -0.9376 -0.8501
C -1.0640 -0.8538 0.4057
C -0.8181 0.3730 1.3073
N -0.9982 1.6821 0.7021
H 2.3189 0.5844 -1.8895
H 1.0006 1.3152 -1.0911
H 1.7574 -1.4424 -1.3353
H 1.6046 -0.8422 0.3835
H -0.4612 -0.1656 -1.5786
H -0.3822 -1.9254 -1.2741
H -0.9151 -1.7392 1.0205
H -2.1097 -0.7804 0.0932
H -1.5200 0.2120 2.1362
H 0.1372 0.2094 1.8292
H -1.3700 2.2997 1.3882
H -0.0879 2.0418 0.4780
*
```

Its energy above the lowest of the compared OMol25 structures with the same formula, charge and spin is 18.7 kcal/mol. The total energy comes out at -7322.217 eV. The structure (SMILES) is NCCCCN. The largest force on an atom is 0.0368 hartree/bohr. For the frontier orbital gap, the calculation gives 10.1 eV. For the LUMO energy, the calculation gives 1.1527 eV.